{
  "formula": "C21H16CrN7O3S",
  "method": "ωB97M-V with the def2-TZVPD basis set",
  "orbital_gap_ev": [5.60, 5.57],
  "e_tot_ev": -77854.366,
  "total_charge": 1,
  "spin_multiplicity": 1,
  "species": ["Cr", "N", "C", "S", "N", "N", "C", "C", "C", "C", "C", "C", "N", "H", "H", "H", "H", "H", "H", "H", "C", "N", "C", "C", "C", "O", "N", "C", "O", "H", "H", "H", "H", "H", "N", "C", "C", "C", "C", "C", "C", "C", "C", "C", "H", "H", "H", "H", "O"],
  "xyz": [[-1.052720, 2.654210, -0.490797], [-4.886156, 0.807635, -1.677401], [-3.789405, 1.132357, -1.029674], [-3.743649, 2.358745, 0.126658], [-2.684283, 0.490223, -1.572227], [-1.524477, 0.734322, -1.101231], [-0.604080, 0.020702, -1.987925], [0.575124, 0.966367, -2.312230], [1.239507, 0.882835, -3.566085], [2.203404, 1.932905, -3.845145], [2.579808, 2.771582, -2.825846], [1.680093, 3.069224, -1.802429], [0.842392, 2.012796, -1.440699], [-5.731777, 1.353306, -1.594232], [-4.904657, -0.199345, -1.932965], [-0.794604, -0.285711, -3.018166], [1.240558, 0.016466, -4.217345], [2.763219, 1.985829, -4.793457], [3.561663, 3.208989, -2.840617], [1.664994, 4.021300, -1.262822], [-0.075416, 0.679639, 4.036240], [0.039605, 1.997677, 3.427053], [0.712344, 3.026113, 4.043827], [1.058738, 4.086287, 3.339038], [0.887598, 4.147722, 1.871251], [1.455396, 4.880103, 1.094574], [-0.106647, 3.217152, 1.445270], [-0.463481, 2.186810, 2.181152], [-1.238362, 1.391870, 1.618181], [-0.816085, 0.177438, 3.410602], [-0.378994, 0.761267, 5.075614], [0.882131, 0.147633, 3.950976], [0.898458, 2.936668, 5.144524], [1.576661, 4.950498, 3.763472], [0.989215, -7.919748, 2.415575], [1.138937, -7.243257, 1.465638], [0.968343, -6.119628, 0.548369], [-0.222455, -6.054568, -0.207214], [-0.577250, -4.803991, -0.695122], [0.166275, -3.658145, -0.483899], [1.523620, -3.880272, -0.059408], [1.924362, -5.114883, 0.468186], [-0.239868, -2.367093, -0.943091], [-0.406492, -1.144887, -1.140238], [-0.760966, -6.965518, -0.366535], [-1.525266, -4.626386, -1.282001], [2.236667, -3.058892, -0.240871], [2.889689, -5.302321, 0.902715], [-1.171710, 3.737972, -1.599241]],
  "atomic_forces_ev_per_a": [[1.23, 0.93, 1.29], [-0.32, -2.16, -0.42], [-0.26, 3.21, 1.73], [1.06, -0.51, -0.97], [2.09, -0.79, 1.01], [-3.84, 0.93, -3.96], [3.13, 0.14, 1.07], [1.75, 0.90, -0.07], [0.88, 1.96, 1.22], [-0.37, -2.49, 0.44], [-0.16, 1.14, -0.15], [-0.27, -3.51, 0.65], [-1.84, 1.89, -1.31], [0.00, -0.27, 0.30], [-0.49, 1.21, -0.41], [-1.76, 0.05, 0.38], [-0.76, 0.20, -0.11], [-0.28, -0.47, 0.61], [-0.11, 1.03, -0.46], [0.10, -0.69, 0.43], [-0.01, -0.10, -0.61], [-0.15, -0.41, 0.66], [-0.09, -0.38, 1.08], [1.27, 1.99, -0.71], [-1.32, -1.15, 0.08], [-0.01, 0.05, 0.07], [0.80, 1.97, -1.89], [0.13, -0.14, -0.24], [-0.60, -1.13, -0.62], [0.03, -0.28, 0.55], [-0.10, -0.07, 0.00], [-0.23, 0.11, 0.15], [-0.19, -0.06, -1.24], [-0.18, -0.47, 0.06], [0.75, 1.36, -2.59], [-0.86, -0.90, 2.18], [-0.35, -0.96, -0.35], [1.16, 0.90, 0.56], [-2.50, -0.05, -0.92], [2.38, -0.84, -0.12], [-0.21, 0.57, -0.30], [-0.96, 1.01, 0.00], [-0.05, 3.43, 0.12], [1.59, -4.66, -0.35], [-0.60, -0.05, 0.03], [0.98, -0.67, 0.83], [-0.34, -0.49, 0.58], [0.27, 0.27, -0.02], [-0.42, -1.58, 1.76]]
}

{
  "formula": "C21H16MnN3S4SbSe",
  "method": "ωB97M-V with the def2-TZVPD basis set",
  "orbital_gap_ev": [6.43, 5.00],
  "e_tot_ev": -173054.131,
  "total_charge": 0,
  "spin_multiplicity": 6,
  "relative_energy_kj_mol": 115.9,
  "species": ["Mn", "S", "C", "C", "C", "C", "C", "C", "N", "C", "C", "C", "C", "C", "C", "C", "H", "H", "H", "H", "H", "H", "H", "H", "S", "Sb", "S", "S", "C", "N", "C", "Se", "N", "C", "C", "C", "C", "C", "C", "H", "H", "H", "H", "H", "H", "H", "H"],
  "xyz": [[-1.756195, -0.787386, -0.944219], [1.170039, -2.819307, 1.813827], [0.322710, -1.761662, 2.894302], [0.643009, -1.445366, 4.210847], [-0.192460, -0.580702, 4.887855], [-1.329456, -0.058690, 4.260969], [-1.641038, -0.375262, 2.953030], [-0.795360, -1.230130, 2.248457], [-0.942445, -1.658209, 0.921270], [0.003368, -2.485695, 0.581711], [0.159024, -2.947644, -0.799009], [0.979247, -4.032454, -1.117347], [1.132496, -4.400558, -2.438860], [0.487446, -3.661960, -3.425737], [-0.316430, -2.579274, -3.094396], [-0.526859, -2.203060, -1.768810], [1.522977, -1.863256, 4.682831], [0.031959, -0.308521, 5.911134], [-1.986154, 0.603495, 4.809544], [-2.525243, 0.034126, 2.487694], [1.484763, -4.582570, -0.329942], [1.746922, -5.252003, -2.702473], [0.604045, -3.939230, -4.466822], [-0.798085, -2.024003, -3.888803], [-3.499592, 2.643294, -4.171323], [-4.597015, 0.825826, -3.291714], [-2.845101, -0.771360, -2.895966], [-4.868967, 1.586942, -0.933015], [-1.361020, 2.900265, -1.202341], [-0.201694, 2.094972, -0.837840], [-0.174484, 0.752143, -0.838231], [-3.652424, 0.193179, 0.182633], [1.081726, 0.428118, -0.457704], [1.859192, 1.550722, -0.199749], [3.159860, 1.717930, 0.253852], [3.593025, 3.019016, 0.442286], [2.756391, 4.111674, 0.176845], [1.460866, 3.937321, -0.278189], [1.025899, 2.630213, -0.450111], [-2.253759, 2.290562, -1.131986], [-1.265041, 3.267480, -2.223844], [-1.455169, 3.739667, -0.515431], [1.407375, -0.523747, -0.412286], [3.802248, 0.869441, 0.453930], [4.597017, 3.198663, 0.803765], [3.131999, 5.114706, 0.334723], [0.820388, 4.782294, -0.495356]],
  "atomic_forces_ev_per_a": [[0.29, 0.24, 0.11], [0.09, -0.10, 0.01], [0.05, -0.07, -0.01], [0.01, -0.01, -0.01], [-0.03, 0.02, -0.03], [0.02, -0.04, -0.04], [-0.04, 0.07, 0.06], [-0.11, -0.04, -0.06], [-0.09, 0.28, 0.10], [0.18, -0.12, -0.12], [0.01, -0.01, 0.18], [0.06, 0.04, 0.08], [0.00, 0.00, 0.00], [-0.01, 0.04, 0.00], [0.02, 0.02, -0.07], [0.05, -0.21, -0.05], [-0.03, 0.00, 0.00], [-0.01, -0.01, -0.02], [0.02, 0.00, 0.00], [0.01, 0.02, -0.04], [-0.02, -0.02, -0.04], [-0.01, 0.03, 0.01], [0.02, 0.02, 0.02], [-0.03, -0.02, -0.01], [0.09, 0.32, -0.21], [0.22, -0.32, 0.83], [-0.53, -0.12, -0.96], [-0.18, 0.24, -0.75], [0.13, -0.03, -0.04], [-0.20, 0.19, -0.07], [0.18, 0.06, 0.35], [-0.15, -0.22, 0.84], [0.24, -0.01, -0.03], [-0.05, -0.19, 0.04], [0.04, -0.01, -0.02], [-0.04, 0.00, -0.02], [0.01, -0.01, 0.00], [0.00, 0.06, -0.04], [-0.15, 0.03, -0.08], [-0.05, -0.07, 0.03], [0.06, 0.04, 0.01], [0.01, -0.01, 0.02], [-0.04, 0.00, -0.01], [-0.01, 0.04, 0.01], [-0.01, -0.01, -0.02], [-0.01, -0.04, -0.02], [0.01, -0.03, 0.04]]
}